(1)
Computed, not measured: a structure of composition C40H43N3OP2SSe2Ti at a distorted geometry, with the ωB97M-V functional and the def2-TZVPD basis.

The LUMO energy (spin up / spin down) comes out at 0.14 / 0.14 eV. The HOMO energy (spin up / spin down) is -5.3 / -7.6 eV. Its spin multiplicity is 3. The expectation value of S² is 2.02. The calculation puts the relative energy (zero: lowest compared OMol25 entry of this formula, charge and spin) at 7.85 kcal per mole.

Geometry (Å):
Ti (-0.4914, 0.5906, 0.2480)
C (-1.5818, 0.9815, 2.1908)
C (-2.0836, 1.8957, 1.2247)
C (-1.0181, 2.7374, 0.8289)
C (0.1350, 2.3560, 1.5788)
C (-0.2134, 1.2651, 2.4096)
C (0.6713, 0.6000, 3.4283)
C (1.4362, 3.1005, 1.5887)
C (-1.1048, 3.8913, -0.1273)
C (-3.5134, 2.0232, 0.7982)
C (-2.4044, -0.0144, 2.9485)
H (0.0690, 0.0877, 4.1788)
H (1.2780, 1.3397, 3.9555)
H (1.3441, -0.1435, 2.9970)
H (1.9377, 3.1339, 0.6175)
H (2.1336, 2.6675, 2.3066)
H (1.2730, 4.1423, 1.8763)
H (-0.9826, 3.5927, -1.1715)
H (-0.3325, 4.6316, 0.0902)
H (-2.0699, 4.3930, -0.0478)
H (-3.9951, 1.0505, 0.7018)
H (-3.5929, 2.5211, -0.1686)
H (-4.0774, 2.6100, 1.5289)
H (-1.8129, -0.8732, 3.2674)
H (-3.2380, -0.4000, 2.3633)
H (-2.8286, 0.4466, 3.8456)
Se (-5.3063, -2.6611, 2.1169)
P (-4.2945, -3.1367, 0.3329)
C (-3.9760, -4.9338, 0.2348)
C (-3.6187, -5.6229, 1.3917)
C (-3.4384, -6.9972, 1.3644)
C (-3.6214, -7.7036, 0.1830)
C (-4.0018, -7.0305, -0.9683)
C (-4.1832, -5.6541, -0.9425)
C (-5.2317, -2.8135, -1.1939)
C (-4.5893, -2.7403, -2.4303)
C (-5.3290, -2.5937, -3.5912)
C (-6.7162, -2.5138, -3.5279)
C (-7.3564, -2.5815, -2.3011)
C (-6.6152, -2.7349, -1.1338)
C (-2.7745, -2.1770, 0.0016)
C (-1.3791, -2.2709, 0.1043)
N (-0.8932, -1.1644, -0.5557)
N (-1.9606, -0.3753, -0.9000)
N (-3.0933, -1.0012, -0.5544)
P (-0.0441, -3.4301, 0.4118)
Se (1.8122, -2.4635, 0.8174)
C (-0.0014, -4.5220, -1.0376)
C (0.9726, -4.3520, -2.0115)
C (0.9197, -5.0983, -3.1835)
C (-0.1055, -6.0113, -3.3824)
C (-1.0814, -6.1851, -2.4082)
C (-1.0325, -5.4391, -1.2407)
C (-0.4593, -4.4447, 1.8409)
C (-0.0855, -5.7816, 1.9191)
C (-0.2416, -6.4728, 3.1130)
C (-0.7729, -5.8337, 4.2242)
C (-1.1518, -4.4989, 4.1466)
C (-0.9881, -3.8039, 2.9597)
H (-3.5272, -5.0825, 2.3234)
H (-3.1679, -7.5180, 2.2728)
H (-3.4889, -8.7783, 0.1657)
H (-4.1738, -7.5763, -1.8875)
H (-4.4908, -5.1482, -1.8456)
H (-3.5081, -2.7828, -2.4845)
H (-4.8229, -2.5279, -4.5459)
H (-7.2928, -2.3906, -4.4360)
H (-8.4350, -2.5083, -2.2470)
H (-7.1040, -2.7767, -0.1679)
H (1.7700, -3.6407, -1.8353)
H (1.6830, -4.9681, -3.9402)
H (-0.1463, -6.5893, -4.2973)
H (-1.8827, -6.8983, -2.5558)
H (-1.7993, -5.5750, -0.4846)
H (0.3434, -6.2796, 1.0594)
H (0.0554, -7.5119, 3.1748)
H (-0.8917, -6.3754, 5.1543)
H (-1.5690, -3.9990, 5.0113)
H (-1.2685, -2.7591, 2.8974)
O (1.0235, 1.0094, -1.0115)
S (2.3289, 1.5300, -1.5748)
C (3.6027, 0.8674, -0.4696)
C (4.5250, -0.0082, -1.3141)
C (3.6120, -0.7223, -2.3091)
C (2.7227, 0.3661, -2.9032)
H (3.0228, 0.2738, 0.2425)
H (4.0847, 1.6956, 0.0456)
H (5.0697, -0.7065, -0.6789)
H (5.2611, 0.6061, -1.8384)
H (2.9955, -1.4522, -1.7803)
H (4.1704, -1.2389, -3.0893)
H (1.7551, 0.0253, -3.2703)
H (3.2216, 0.9446, -3.6832)

---

(2)
Computed, not measured: a cluster of 10 separate species, C58H146N10O19 in total at a distorted geometry, with the ωB97M-V functional and the def2-TZVPD basis.

The LUMO energy comes out at 0.45 eV. The HOMO energy is -8.4 eV. Its SMILES is COC[C@H](C)N.COCCNCCOC.COCCNCCOC.COCCNCCOC.COCCNCCOC.COCCNCCOC.COCCNCCOC.COCCNCCOC.COCCNCCOC.COCCNCCOC. The calculation puts the relative energy (zero: lowest compared OMol25 entry of this formula, charge and spin) at 196.47 kcal per mole.

Geometry (Å):
C (-1.5258, -3.8379, 1.8107)
O (-2.0614, -4.3921, 2.9801)
C (-1.3249, -3.9866, 4.1272)
C (-1.3039, -5.1753, 5.1497)
N (-0.7409, -4.8239, 6.4519)
C (-1.7276, -4.7660, 7.5423)
C (-1.3221, -4.2677, 8.8961)
O (-2.2941, -4.7594, 9.8204)
C (-2.1167, -4.3889, 11.1785)
H (-2.2188, -3.8330, 0.9681)
H (-0.6389, -4.3048, 1.3774)
H (-1.3405, -2.7849, 2.0316)
H (-1.8325, -3.1246, 4.5657)
H (-0.3361, -3.6125, 3.8584)
H (-0.7696, -6.0078, 4.6897)
H (-2.2861, -5.6118, 5.3440)
H (-0.1500, -5.6069, 6.6950)
H (-2.0550, -5.7950, 7.7192)
H (-2.6705, -4.2912, 7.2672)
H (-1.2058, -3.1851, 8.7972)
H (-0.3232, -4.5887, 9.2003)
H (-1.2415, -4.6535, 11.7700)
H (-3.0463, -4.7123, 11.6495)
H (-2.3717, -3.3260, 11.1539)
C (-1.3392, 5.0776, 0.9189)
O (-2.0256, 5.2488, -0.3580)
C (-3.2297, 4.5375, -0.5355)
C (-3.9140, 5.2244, -1.6623)
N (-3.2880, 4.8327, -2.9449)
C (-3.9645, 5.2681, -4.1385)
C (-5.4362, 4.8306, -4.3505)
O (-5.7091, 5.0125, -5.7358)
C (-7.1509, 4.9781, -5.9475)
H (-0.8039, 6.0125, 1.0792)
H (-0.6720, 4.2501, 0.6775)
H (-2.0492, 4.9276, 1.7317)
H (-3.8412, 4.4657, 0.3676)
H (-2.9160, 3.5051, -0.7085)
H (-4.0265, 6.3075, -1.5880)
H (-4.9266, 4.8169, -1.6142)
H (-2.3291, 5.1479, -2.9894)
H (-3.4408, 4.7505, -4.9457)
H (-3.8126, 6.3187, -4.3974)
H (-6.0030, 5.4868, -3.6839)
H (-5.7505, 3.8421, -4.0092)
H (-7.4290, 3.9325, -5.8001)
H (-7.2866, 5.1927, -7.0065)
H (-7.7938, 5.5822, -5.3075)
C (4.6286, -2.7106, 0.6565)
O (5.0466, -3.9892, 0.2613)
C (4.6817, -4.1501, -1.0974)
C (5.1021, -5.4364, -1.7976)
N (3.8905, -6.0164, -2.4279)
C (4.1879, -7.1851, -3.2579)
C (2.9374, -7.8053, -3.8897)
O (2.2970, -6.8239, -4.6962)
C (1.1282, -7.1976, -5.3823)
H (4.4398, -2.9360, 1.7048)
H (3.6852, -2.4171, 0.1906)
H (5.2882, -1.8672, 0.4450)
H (5.0640, -3.3899, -1.7869)
H (3.6324, -3.9569, -1.3351)
H (5.4814, -6.2018, -1.1192)
H (5.8907, -5.1978, -2.5142)
H (3.1457, -5.3977, -2.7086)
H (4.5962, -7.9473, -2.5889)
H (5.0654, -6.9724, -3.8736)
H (2.2689, -8.3389, -3.2131)
H (3.3726, -8.5663, -4.5438)
H (0.7514, -8.0766, -4.8541)
H (1.4241, -7.4068, -6.4105)
H (0.3020, -6.4943, -5.2737)
C (5.2238, 3.5539, -4.8015)
O (5.5252, 2.2744, -5.4921)
C (6.9330, 2.0885, -5.6567)
C (7.2252, 0.8599, -6.5339)
N (7.3991, -0.4253, -5.8730)
C (7.5026, -1.4967, -6.8773)
C (7.0091, -2.8289, -6.3344)
O (5.6448, -2.6727, -5.9136)
C (5.1918, -3.8704, -5.2067)
H (4.1703, 3.8292, -4.8151)
H (5.9018, 4.3675, -5.0588)
H (5.3873, 3.4288, -3.7284)
H (7.4120, 1.9803, -4.6815)
H (7.4947, 2.8598, -6.1872)
H (8.0124, 1.0970, -7.2509)
H (6.3904, 0.6913, -7.2219)
H (6.6679, -0.6085, -5.2005)
H (8.5309, -1.5927, -7.2288)
H (6.9026, -1.3264, -7.7759)
H (7.5977, -3.0237, -5.4353)
H (7.1926, -3.5535, -7.1290)
H (5.4024, -4.7973, -5.7383)
H (4.1343, -3.7139, -4.9940)
H (5.5982, -3.8667, -4.1935)
C (4.1152, 0.8229, -2.2987)
O (3.2920, 1.1661, -1.1787)
C (2.2093, 0.2965, -0.9458)
C (1.5628, 0.6384, 0.4057)
N (0.3786, -0.1852, 0.6948)
C (-0.3404, 0.0328, 2.0021)
C (-0.7250, 1.4644, 2.2606)
O (-1.6476, 1.4357, 3.3551)
C (-2.1737, 2.7423, 3.7131)
H (4.6853, -0.0940, -2.1334)
H (4.8815, 1.5846, -2.4375)
H (3.5305, 0.7161, -3.2133)
H (2.5878, -0.7255, -1.0040)
H (1.4728, 0.5167, -1.7227)
H (1.3262, 1.7039, 0.4627)
H (2.3067, 0.5387, 1.1987)
H (-0.2857, -0.1507, -0.0664)
H (0.2367, -0.4050, 2.8171)
H (-1.2840, -0.5044, 1.9081)
H (-1.2727, 1.7701, 1.3649)
H (0.0880, 2.1701, 2.4390)
H (-1.5372, 3.6105, 3.8901)
H (-2.6445, 2.4963, 4.6652)
H (-2.9188, 3.0441, 2.9744)
C (-0.5593, -0.9424, 6.5179)
O (-0.1219, 0.1145, 5.7332)
C (0.8983, 0.9853, 6.1866)
C (2.1845, 0.7784, 5.4345)
N (3.1659, -0.0090, 6.1792)
C (4.2839, -0.4659, 5.3419)
C (3.8013, -1.4345, 4.2476)
O (3.2643, -2.6131, 4.8027)
C (2.8141, -3.5487, 3.8411)
H (-0.8791, -0.6731, 7.5240)
H (0.2214, -1.6959, 6.3752)
H (-1.2854, -1.4731, 5.8998)
H (1.1166, 0.9672, 7.2568)
H (0.4454, 1.9701, 6.0601)
H (2.6977, 1.7222, 5.2313)
H (2.0206, 0.4867, 4.3948)
H (2.8156, -0.8859, 6.5448)
H (5.0795, -1.0104, 5.8509)
H (4.6901, 0.4449, 4.8995)
H (4.5888, -1.8819, 3.6366)
H (3.0719, -0.8968, 3.6388)
H (2.2622, -4.3379, 4.3506)
H (3.5962, -3.9294, 3.1833)
H (2.0502, -3.1019, 3.1993)
C (-4.1222, -1.3317, -0.6958)
O (-3.4608, -0.0591, -0.8937)
C (-3.2843, 0.2035, -2.2682)
C (-1.8707, -0.1296, -2.7261)
N (-1.5683, -1.5370, -2.6158)
C (-0.4357, -1.9712, -3.3871)
C (-0.3452, -3.5004, -3.4816)
O (-1.2378, -4.1224, -4.3511)
C (-1.2096, -3.7151, -5.7509)
H (-3.7011, -2.1701, -1.2502)
H (-5.1685, -1.2608, -0.9986)
H (-4.0704, -1.5635, 0.3674)
H (-3.4606, 1.2703, -2.4150)
H (-4.0333, -0.3419, -2.8457)
H (-1.0503, 0.3368, -2.1788)
H (-1.8466, 0.0654, -3.8024)
H (-2.4120, -2.0790, -2.7376)
H (0.4035, -1.5250, -2.8501)
H (-0.4045, -1.5780, -4.4071)
H (-0.6345, -3.9307, -2.5209)
H (0.6557, -3.9015, -3.6595)
H (-1.5167, -2.6852, -5.9348)
H (-1.8602, -4.3957, -6.2981)
H (-0.2180, -3.8239, -6.1949)
C (-5.8546, 1.1837, 3.8854)
O (-6.7085, 1.7927, 4.8550)
C (-7.1866, 3.0586, 4.4729)
C (-7.1837, 4.0194, 5.6406)
N (-7.9888, 3.5887, 6.7611)
C (-9.4278, 3.5093, 6.5427)
C (-9.9803, 2.7949, 7.7616)
O (-11.3878, 2.6546, 7.7430)
C (-11.9591, 2.0778, 8.9406)
H (-5.0623, 1.8071, 3.4677)
H (-6.3935, 0.7034, 3.0674)
H (-5.3164, 0.4159, 4.4417)
H (-8.1914, 2.8297, 4.1133)
H (-6.5029, 3.4091, 3.6978)
H (-7.5431, 5.0178, 5.3807)
H (-6.2407, 4.2645, 6.1321)
H (-7.7352, 2.6095, 6.8426)
H (-9.8306, 3.1737, 5.5848)
H (-9.6823, 4.5723, 6.5489)
H (-9.6986, 3.3759, 8.6415)
H (-9.5227, 1.8024, 7.7753)
H (-11.4888, 1.1096, 9.1165)
H (-13.0424, 2.0208, 8.8525)
H (-11.7337, 2.7503, 9.7704)
C (2.8522, -0.2416, -13.6853)
O (3.0345, -0.3601, -12.2682)
C (2.8738, -1.5850, -11.6177)
C (3.2600, -1.4708, -10.1293)
N (2.1063, -1.1738, -9.2730)
C (2.5923, -0.5464, -8.0482)
C (1.3487, -0.1764, -7.2054)
O (1.6968, 0.2764, -5.8921)
C (2.4170, 1.5668, -5.8849)
H (1.8657, -0.6511, -13.9138)
H (3.5379, -0.8454, -14.2831)
H (2.9283, 0.8053, -13.9716)
H (3.5569, -2.2689, -12.1316)
H (1.9194, -2.0347, -11.9040)
H (4.0578, -0.7289, -10.0721)
H (3.5800, -2.4765, -9.8556)
H (1.6047, -0.3819, -9.6578)
H (3.1624, 0.3710, -8.2130)
H (3.2251, -1.1618, -7.4068)
H (0.7072, -1.0575, -7.1862)
H (0.7717, 0.6215, -7.6794)
H (3.3840, 1.3502, -6.3391)
H (2.6654, 1.8326, -4.8592)
H (1.9076, 2.3464, -6.4515)
C (0.0870, 4.9445, 7.1644)
C (0.0055, 6.1764, 6.2027)
C (1.1959, 7.1270, 6.3741)
O (1.3546, 7.7501, 7.6535)
C (2.5653, 8.4693, 7.7756)
N (-0.2516, 5.7793, 4.8116)
H (0.9026, 4.3074, 6.8148)
H (-0.7419, 4.2869, 6.8966)
H (0.1903, 5.1539, 8.2268)
H (-0.8566, 6.7490, 6.5566)
H (1.3242, 7.8761, 5.5898)
H (1.9811, 6.3921, 6.1679)
H (3.4664, 7.9277, 7.4911)
H (2.4890, 8.7517, 8.8268)
H (2.4561, 9.4577, 7.3233)
H (-1.2532, 5.6941, 4.9433)
H (-0.2397, 6.6120, 4.2340)

---

(3)
Computed, not measured: a structure of composition C20H34BrClN3O4Y at a distorted geometry, with the ωB97M-V functional and the def2-TZVPD basis.

The LUMO energy comes out at 0.33 eV. The HOMO energy is -7.5 eV. The calculation puts the relative energy (zero: lowest compared OMol25 entry of this formula, charge and spin) at 0.00 kcal per mole.

Geometry (Å):
O (-0.0973, 1.5973, -0.8878)
C (1.1490, 1.5964, -1.3915)
C (1.0935, 1.5211, -2.9222)
C (0.1292, 0.7380, -3.5446)
H (-0.5050, 0.0978, -2.9293)
C (-0.0230, 0.7413, -4.9308)
H (-0.8182, 0.1483, -5.3867)
C (0.8631, 1.4980, -5.7128)
H (0.7658, 1.4964, -6.8085)
C (1.8680, 2.2517, -5.0869)
H (2.5725, 2.8300, -5.6880)
C (1.9702, 2.2802, -3.6930)
H (2.7316, 2.8675, -3.1833)
H (1.6523, 2.5667, -1.1296)
C (2.9571, 0.9140, 0.5317)
C (2.2191, 0.4230, -0.7019)
H (4.0475, 0.9315, 0.3824)
H (2.7838, 0.2723, 1.4097)
H (2.6641, 1.9398, 0.7604)
C (2.7593, -0.4863, -1.5410)
C (4.0132, -1.2831, -1.3296)
H (2.2994, -0.6698, -2.5203)
H (4.8005, -1.1031, -2.0695)
H (3.7958, -2.3463, -1.4178)
H (4.4622, -1.1167, -0.3546)
Y (0.1084, -0.8349, 0.5304)
Cl (1.9805, -2.5652, 1.0713)
C (-1.1055, -3.5035, 1.6809)
O (-1.1868, -2.2788, 1.9182)
N (-1.2992, -4.4918, 2.5561)
C (-1.7540, -4.2309, 3.9168)
C (-0.9757, -5.8787, 2.2283)
H (-0.8106, -3.8288, 0.6654)
H (-1.8637, -3.1572, 4.0605)
H (-1.0292, -4.6435, 4.6278)
H (-2.7102, -4.7395, 4.0847)
H (-0.5853, -5.9122, 1.2085)
H (-1.8673, -6.5137, 2.3014)
H (-0.2206, -6.2744, 2.9200)
H (-4.1684, 2.3219, -2.5588)
H (-5.1675, 0.1596, -1.5989)
C (-3.2017, 1.8159, -2.4250)
C (-4.1650, -0.2093, -1.3484)
N (-3.2538, 0.9206, -1.2771)
H (-2.4124, 2.5525, -2.2576)
C (-2.4550, 1.1339, -0.2245)
O (-2.1172, 0.2581, 0.6214)
H (-4.1745, -0.7289, -0.3886)
H (-2.0752, 2.1595, -0.1591)
H (-2.9866, 1.2514, -3.3430)
H (-3.8461, -0.8968, -2.1402)
H (0.4231, 1.6953, 5.5674)
H (-0.7742, 3.9462, 4.6075)
C (1.0870, 1.8740, 4.7129)
C (-0.1041, 3.8360, 3.7461)
N (0.3395, 2.4540, 3.6042)
H (1.5413, 0.9342, 4.3984)
C (0.0039, 1.7333, 2.5424)
O (0.3984, 0.5363, 2.3546)
H (-0.6343, 4.1362, 2.8384)
H (-0.6303, 2.2272, 1.7976)
H (1.8544, 2.5869, 5.0274)
H (0.7566, 4.4976, 3.9010)
Br (-1.0721, -2.0487, -1.6232)